# 1
{
  "formula": "C19H24BCl32FI3NNbO4",
  "method": "ωB97M-V with the def2-TZVPD basis set",
  "species": ["C", "C", "O", "C", "C", "O", "C", "Nb", "O", "F", "C", "C", "C", "I", "B", "N", "O", "C", "I", "C", "C", "I", "H", "H", "H", "H", "H", "H", "H", "H", "H", "H", "H", "H", "H", "H", "H", "H", "H", "H", "H", "H", "H", "H", "H", "H", "C", "Cl", "Cl", "Cl", "Cl", "C", "Cl", "Cl", "Cl", "Cl", "C", "Cl", "Cl", "Cl", "Cl", "C", "Cl", "Cl", "Cl", "Cl", "C", "Cl", "Cl", "Cl", "Cl", "C", "Cl", "Cl", "Cl", "Cl", "C", "Cl", "Cl", "Cl", "Cl", "C", "Cl", "Cl", "Cl", "Cl"],
  "xyz": [[8.245, 0.781, -3.548], [8.495, 0.790, -5.065], [7.543, 1.582, -5.703], [6.528, 0.720, -6.208], [5.324, 1.494, -6.698], [4.410, 1.618, -5.666], [3.251, 2.350, -6.059], [1.301, 1.163, -6.142], [0.801, 2.432, -7.710], [2.241, 0.005, -7.595], [-0.754, 0.221, -6.503], [-0.874, -1.274, -6.302], [0.224, -2.153, -6.890], [-2.719, -1.902, -7.384], [0.499, 2.845, -4.769], [1.209, 3.381, -3.606], [-0.747, 3.427, -4.989], [1.843, -0.255, -4.466], [3.695, -1.412, -4.446], [1.118, -0.550, -3.424], [1.539, -1.525, -2.336], [-0.822, 0.256, -3.107], [7.229, 0.458, -3.364], [8.318, 1.788, -3.161], [8.957, 0.150, -3.035], [8.428, -0.250, -5.377], [9.510, 1.098, -5.286], [6.258, 0.039, -5.407], [6.944, 0.114, -7.014], [5.608, 2.437, -7.156], [4.850, 0.864, -7.454], [3.182, 3.278, -5.474], [3.418, 2.706, -7.081], [0.363, 1.929, -8.361], [-1.032, 0.428, -7.534], [-1.482, 0.777, -5.915], [-1.066, -1.616, -5.300], [-0.123, -3.178, -6.838], [0.495, -1.873, -7.895], [1.129, -2.126, -6.293], [2.149, 3.032, -3.557], [0.780, 3.052, -2.765], [-0.625, 4.344, -4.832], [0.730, -1.678, -1.630], [2.370, -1.153, -1.757], [1.722, -2.505, -2.751], [-2.032, 3.103, 0.308], [-3.676, 3.046, -0.334], [-1.916, 4.322, 1.606], [-1.587, 1.511, 0.933], [-0.928, 3.541, -0.991], [-0.703, -3.520, 0.620], [-1.768, -4.324, 1.789], [0.966, -3.998, 0.953], [-1.145, -4.027, -1.012], [-0.837, -1.761, 0.712], [-5.041, -6.041, 3.652], [-5.533, -7.258, 4.833], [-5.797, -4.503, 4.084], [-3.281, -5.874, 3.675], [-5.557, -6.545, 2.040], [-4.096, -5.252, 7.885], [-3.623, -4.096, 6.629], [-3.487, -4.745, 9.465], [-5.858, -5.378, 7.944], [-3.403, -6.829, 7.494], [-6.136, 3.554, 3.080], [-6.783, 5.001, 3.861], [-4.421, 3.789, 2.736], [-6.345, 2.159, 4.151], [-7.006, 3.269, 1.568], [-2.460, -1.419, 11.202], [-3.320, -2.549, 12.257], [-0.735, -1.835, 11.176], [-3.096, -1.537, 9.559], [-2.676, 0.217, 11.820], [0.742, 2.366, 9.906], [0.404, 0.731, 10.486], [1.514, 3.303, 11.192], [1.819, 2.288, 8.507], [-0.774, 3.144, 9.439], [-6.378, 2.008, 12.125], [-6.105, 2.131, 10.390], [-5.370, 3.191, 12.968], [-8.081, 2.324, 12.481], [-5.953, 0.386, 12.665]],
  "forces_ev_per_angstrom": [[0.08, 0.46, -0.69], [0.19, -0.52, 1.47], [0.03, 0.02, -0.54], [0.01, 0.56, -0.09], [0.15, -1.53, -0.16], [-0.25, 0.47, 1.03], [-0.44, 1.01, 0.27], [1.14, -0.63, -4.68], [1.16, -0.32, 3.05], [-0.46, 0.86, 1.39], [-0.12, -0.34, 0.61], [0.39, 0.34, -0.79], [-0.35, -0.18, 0.39], [-0.35, -0.24, 0.12], [-0.16, 0.30, 0.44], [0.31, -0.13, -0.61], [0.21, -1.44, -0.64], [0.72, 0.39, -1.21], [-0.20, 0.46, -0.60], [-0.13, -1.18, 1.87], [-1.69, 0.26, 0.42], [0.16, 0.00, 0.34], [-0.24, -0.29, 0.15], [0.13, 0.30, 0.14], [0.14, -0.27, 0.20], [0.01, -0.21, -0.41], [0.21, 0.48, -0.17], [-0.52, -0.15, 0.05], [0.10, -0.01, -0.27], [0.16, 0.39, 0.03], [-0.01, 0.05, -0.50], [0.31, -0.04, 0.10], [-0.41, -0.09, -0.17], [-0.82, -0.84, -1.40], [0.36, 0.17, -0.27], [-0.22, -0.08, 0.05], [-0.24, 0.20, 0.38], [0.03, -0.30, -0.30], [-0.03, 0.04, -0.39], [0.19, 0.35, 0.22], [0.55, -0.07, -0.03], [-0.53, 0.17, 0.60], [-0.21, 1.49, 0.63], [-0.22, 0.13, 0.16], [0.52, 0.02, -0.08], [0.43, -0.17, -0.19], [0.11, -0.03, -0.25], [0.09, -0.01, -0.08], [0.61, -0.07, -0.38], [-0.09, 0.13, 0.16], [-0.06, 0.20, 0.11], [0.10, -0.06, -0.16], [0.23, 0.51, -0.41], [0.05, 0.03, 0.00], [-0.03, -0.05, -0.01], [-0.12, -0.14, 0.19], [-0.08, -0.03, 0.03], [-0.05, -0.11, -0.09], [-0.05, -0.01, -0.25], [-0.30, -0.33, 0.30], [0.01, 0.08, 0.02], [0.11, -0.09, -0.02], [0.04, 0.06, 0.43], [-0.10, -0.21, -0.11], [0.03, 0.07, 0.02], [0.07, -0.05, 0.06], [0.09, -0.05, 0.03], [-0.04, 0.01, 0.04], [-0.78, -0.06, 0.45], [-0.02, 0.03, -0.01], [0.00, -0.02, 0.01], [0.00, 0.07, -0.14], [0.01, -0.06, 0.00], [-0.26, -0.52, 0.22], [0.04, 0.38, 0.11], [0.10, -0.01, -0.03], [0.07, -0.02, -0.01], [0.24, 0.54, -0.24], [-0.01, 0.00, 0.00], [-0.02, 0.01, 0.02], [-0.01, -0.01, 0.02], [-0.02, -0.01, 0.01], [0.03, 0.03, -0.10], [0.01, 0.01, 0.01], [0.00, 0.02, 0.01], [-0.16, -0.09, 0.11]],
  "mulliken_charge": [-0.97, -0.39, -0.39, -0.23, -0.58, -0.21, -0.85, 0.03, -0.79, -0.70, -1.07, -0.03, -1.07, -0.16, 0.99, -0.54, -0.65, 0.20, -0.14, 0.62, -0.95, -0.11, 0.22, 0.27, 0.37, 0.30, 0.39, 0.11, 0.25, 0.41, 0.32, 0.38, 0.53, 0.28, 0.76, 0.23, 0.32, 0.50, 0.30, 0.10, 0.20, 0.01, 0.26, -0.30, 0.41, 0.50, 0.28, -0.07, -0.16, 0.00, -0.13, 0.17, 0.00, -0.11, -0.09, -0.05, 0.31, -0.07, -0.07, -0.06, -0.10, 0.28, -0.06, -0.05, -0.09, -0.09, 0.30, -0.11, 0.03, -0.10, -0.11, 0.29, -0.11, -0.12, -0.01, -0.03, 0.30, 0.00, -0.11, -0.10, -0.10, 0.32, -0.06, -0.10, -0.11, -0.06],
  "lumo_energy_ha": 0.0321,
  "charge": -1,
  "homo_lumo_gap_ha": 0.20192,
  "e_homo_ev": -4.621,
  "e_tot_ev": -459733.080
}

# 2
{
  "formula": "C12H24AlBr2F3NO",
  "method": "ωB97M-V with the def2-TZVPD basis set",
  "species": ["C", "C", "C", "C", "C", "Al", "C", "C", "C", "F", "Br", "C", "F", "F", "Br", "C", "C", "O", "C", "N", "H", "H", "H", "H", "H", "H", "H", "H", "H", "H", "H", "H", "H", "H", "H", "H", "H", "H", "H", "H", "H", "H", "H", "H"],
  "xyz": [[0.790, 3.101, 2.763], [1.104, 2.357, 1.459], [-0.190, 1.851, 0.812], [-0.492, 2.554, -0.501], [0.208, 1.983, -1.762], [0.657, 0.002, -1.816], [-0.961, -1.235, -1.660], [-2.256, -0.590, -1.121], [-3.047, -1.461, -0.155], [-3.136, -2.717, -0.577], [-2.174, -1.438, 1.610], [-4.483, -0.919, 0.053], [-5.127, -0.903, -1.072], [-5.141, -1.698, 0.884], [-4.537, 0.868, 0.829], [2.179, -0.451, -0.503], [2.680, -1.872, -0.754], [4.128, -1.857, -0.858], [2.327, -2.854, 0.387], [1.103, -2.539, 1.121], [0.043, 3.857, 2.538], [1.671, 3.519, 3.234], [0.293, 2.387, 3.407], [1.672, 2.978, 0.774], [1.751, 1.531, 1.733], [-0.985, 2.131, 1.504], [-0.220, 0.767, 0.759], [-0.209, 3.600, -0.363], [-1.561, 2.583, -0.696], [-0.372, 2.271, -2.637], [1.156, 2.513, -1.875], [1.325, -0.291, -3.277], [-0.683, -2.037, -0.980], [-1.180, -1.693, -2.615], [-2.103, 0.351, -0.607], [-2.926, -0.436, -1.965], [1.908, -0.301, 0.535], [2.990, 0.198, -0.818], [2.344, -2.254, -1.711], [4.430, -1.396, -0.061], [2.247, -3.845, -0.057], [3.179, -2.859, 1.054], [1.262, -2.610, 2.116], [0.335, -3.146, 0.873]],
  "forces_ev_per_angstrom": [[-0.33, -0.26, -0.90], [0.19, -0.35, 0.59], [-0.19, 0.65, 0.36], [0.17, -0.16, -0.79], [-0.06, -0.11, 0.71], [0.32, 0.16, -0.12], [-0.10, 0.53, 0.68], [0.13, -0.64, -0.15], [0.60, 1.89, 0.28], [-0.44, -1.12, -0.26], [0.01, -0.34, -0.04], [1.48, 0.34, 1.31], [-0.99, -0.02, -1.89], [-0.88, -1.03, 0.83], [0.03, 0.27, -0.15], [-0.72, -0.54, -0.76], [0.33, 0.91, 0.94], [0.20, -0.45, -0.03], [-0.60, -0.02, -0.70], [0.19, 0.00, 0.21], [0.07, 0.47, 0.17], [0.09, 0.17, 0.20], [0.04, -0.10, 0.50], [0.06, 0.17, -0.19], [0.21, -0.24, -0.18], [-0.29, -0.15, 0.16], [0.11, -0.22, -0.28], [-0.06, 0.27, 0.07], [-0.32, -0.18, 0.15], [-0.14, 0.04, -0.25], [0.31, -0.07, -0.12], [0.03, -0.06, -0.12], [0.21, -0.25, 0.11], [-0.02, -0.21, -0.29], [0.05, 0.27, -0.09], [-0.14, 0.34, -0.11], [0.14, 0.08, 0.26], [0.13, 0.41, 0.06], [0.04, -0.16, -0.26], [-0.10, -0.01, -0.30], [0.23, -0.31, 0.05], [0.18, 0.01, 0.30], [-0.18, -0.04, -0.01], [-0.01, 0.05, 0.03]],
  "nbo_charge": [-0.60, -0.39, -0.41, -0.39, -0.97, 1.39, -0.97, -0.47, 0.31, -0.33, -0.02, 0.61, -0.31, -0.32, -0.02, -1.01, 0.08, -0.75, -0.23, -0.84, 0.19, 0.19, 0.19, 0.19, 0.20, 0.18, 0.22, 0.17, 0.18, 0.20, 0.20, -0.44, 0.20, 0.21, 0.23, 0.22, 0.21, 0.21, 0.17, 0.45, 0.17, 0.17, 0.35, 0.36],
  "lumo_energy_ha": 0.0938,
  "charge": -1,
  "homo_lumo_gap_ha": 0.26322,
  "de_lowest_kj_mol": 31.3,
  "e_homo_ev": -4.611,
  "e_tot_ev": -171206.342
}